A gas-phase ion, C9H13N5S (charge +2), computed with ωB97M-V/def2-TZVPD.

The geometry in ORCA input format:
```
! RIJCOSX wB97M-V def2-TZVPD def2/J DEFGRID3
* xyz 2 1
C 0.8263 3.0765 -2.7451
N 0.9523 2.1548 -2.0634
C 1.0880 1.0761 -1.2011
C 2.0477 1.4735 -0.0343
S 1.1836 1.6115 1.5564
C 0.3607 0.0519 1.4257
C -0.7111 -0.2592 2.1813
C -1.3533 -1.5847 2.1923
N 1.4861 -0.1049 -1.9163
C 0.4812 -1.0350 -1.9177
N 0.5673 -2.2209 -2.4619
N -0.6032 -0.5946 -1.2797
C -0.3765 0.5991 -0.7724
N -1.2925 1.5031 -0.5425
C -2.1356 1.8567 0.3024
H 0.6911 3.9207 -3.3833
H 2.8235 0.7106 0.0479
H 2.5241 2.4359 -0.2213
H 0.9189 -0.7250 0.9243
H -1.0992 0.4740 2.8788
H -0.9899 -2.1396 3.0620
H -1.1212 -2.1636 1.3025
H -2.4293 -1.5005 2.3217
H 2.4093 -0.2321 -2.3020
H -0.2351 -2.8369 -2.4303
H 1.3919 -2.5403 -2.9497
H -2.8471 2.6308 0.0381
H -2.1732 1.4212 1.3047
*
```

The energy above the lowest of the compared OMol25 structures with the same formula, charge and spin comes out at 87.05 kJ/mol. For the strongest force on any atom, the calculation gives 0.089 Eh/bohr. The value obtained for the HOMO energy is -15.09 eV. For the total energy, the calculation gives -1022.00159 Ha. The orbital gap is 6.928 eV. The SMILES is C#[N+][C@]1(CS/C=C/C)NC(=[NH2+])N=C1N=C.

Atomic partial charges in e from the Löwdin method, atoms 1 to 4: atom 1 (C): 0.4153, atom 2 (N): 0.2354, atom 3 (C): -0.3894, atom 4 (C): -0.3459